C5H6N | ωB97M-V/def2-TZVPD

Summary:
Orbital gap (spin up / spin down)   9.06 / 7.52 eV
Highest occupied orbital energy (spin up / spin down)   -14.3 / -16.1 eV
Relative energy (zero: lowest compared OMol25 entry of this formula, charge and spin)   227.3 kJ/mol
F_max   8.55 eV Å⁻¹
Net charge   +1
Spin multiplicity   3

Each line ends with the Mulliken spin population.
CARTESIAN COORDINATES (ANGSTROEM)
1 C -2.412838 -0.577980 -0.448430  0.195
2 C -1.489213 -1.231409 -1.032283  1.158
3 C -0.247353 0.048185 0.086012  0.254
4 C -0.072386 -1.212341 -0.686350  0.012
5 C 0.737521 1.024269 0.545978  0.018
6 N -1.507428 0.443899 0.007826  0.287
7 H -3.508160 -0.481494 -0.549778  0.014
8 H 0.327020 -2.099488 -0.213158  -0.003
9 H 0.611706 -0.839837 -1.424819  -0.001
10 H 0.490689 1.212290 1.497325  0.031
11 H 0.608342 2.005005 0.085087  0.034
12 H 1.816091 0.683275 0.445159  0.000

Atoms 1-3, force components in eV/Å:
C -0.59 5.08 1.61
C 2.25 -7.24 -3.96
C 0.38 0.90 -0.55